12
Properties=species:S:1:pos:R:3:forces:R:3 method="wB97M-V/def2-TZVPD" lumo_energy_ev=0.7 gap_ha=0.389 smiles="O=C[C@H]1CCO1"
O 0.0379 0.6862 1.2809 -0.329 0.249 -0.155
O -1.0045 0.4731 -2.2278 -0.061 0.299 0.776
C -0.6554 0.1353 0.1012 -0.006 -0.146 -0.097
C 1.0403 -0.3734 1.1720 0.189 -0.018 0.013
C -1.2834 0.8582 -1.1143 0.116 -0.004 -0.011
C 0.6486 -0.5279 -0.2785 0.169 -0.100 -0.244
H -2.1018 1.5892 -0.9881 0.163 0.096 0.260
H 0.8489 -1.2324 1.8348 -0.297 0.339 -0.135
H -1.4991 -0.4442 0.5037 0.207 -0.460 -0.191
H 1.1665 0.3121 -0.7406 0.227 -0.419 -0.623
H 0.7297 -1.4362 -0.8674 -0.078 -0.046 0.174
H 2.0723 -0.0401 1.3241 -0.300 0.209 0.234

12
Properties=species:S:1:pos:R:3:forces:R:3 method="wB97M-V/def2-TZVPD" lumo_energy_ev=0.9 gap_ha=0.420 smiles="C[C@H]1CC(=O)O1"
O -1.8269 1.6173 1.7848 0.873 -0.744 -0.455
O -1.2048 0.7265 -0.2482 -0.535 -0.071 -0.066
C 0.2050 0.1236 1.1713 -0.077 0.076 0.196
C -0.2429 -0.3785 -0.2061 0.127 -0.172 -0.082
C 0.7076 -0.4652 -1.3910 -0.089 0.155 0.085
C -1.0962 0.9537 1.1102 0.114 0.395 -0.346
H 0.1392 -0.5592 -2.3242 0.061 0.044 0.216
H -0.8160 -1.3114 -0.1410 0.082 0.137 0.072
H 0.3895 -0.5779 1.9841 -0.115 0.145 -0.036
H 1.0408 0.8221 1.0439 -0.076 -0.173 0.211
H 1.3436 -1.3593 -1.3092 -0.225 0.244 0.118
H 1.3611 0.4084 -1.4746 -0.140 -0.037 0.086

12
Properties=species:S:1:pos:R:3:forces:R:3 method="wB97M-V/def2-TZVPD" lumo_energy_ev=0.9 gap_ha=0.335
O -1.2671 1.0775 0.2263 -0.715 -0.776 -0.371
O 0.0250 -2.3291 -0.3236 0.203 -0.239 -0.452
C -0.2621 -1.0202 -0.1025 -0.007 0.019 -0.369
C -1.3396 -0.2681 -0.0479 0.277 0.127 0.322
C -0.0261 1.6404 0.5958 0.801 -0.031 0.249
C 1.0445 -1.3049 -0.6119 0.085 -0.216 -0.054
H 1.9477 -1.3250 -0.0074 -0.203 -0.116 0.023
H 1.1640 -1.1584 -1.6898 0.228 0.004 0.350
H 0.2161 2.3687 -0.1754 0.144 0.287 0.234
H -0.1728 2.0878 1.5819 0.056 0.329 -0.227
H -2.3263 -0.7139 -0.2139 0.242 0.562 0.572
H 0.8704 0.9780 0.7037 -1.112 0.051 -0.276

12
Properties=species:S:1:pos:R:3:forces:R:3 method="wB97M-V/def2-TZVPD" lumo_energy_ev=1.0 gap_ha=0.361
O -0.3759 0.8994 -1.7874 0.080 -0.237 0.000
O 0.4119 -1.3891 -0.4548 0.088 -0.054 -0.166
C 0.4875 0.9391 0.4511 -0.081 0.028 -0.164
C 0.0791 1.5230 -0.6816 0.109 0.153 0.284
C -0.6813 -1.3988 0.4624 -0.215 -0.058 0.122
C 0.4785 -0.5248 0.6959 0.091 0.081 0.162
H -0.7826 -2.3190 1.0366 0.017 0.152 -0.089
H -1.6086 -0.9795 0.0742 0.147 0.015 0.094
H -0.1753 -0.0511 -1.6837 -0.056 0.103 -0.042
H 0.0894 2.6040 -0.8001 0.013 -0.164 0.049
H 0.8912 1.5676 1.2377 -0.134 -0.057 -0.095
H 1.1860 -0.8709 1.4498 -0.059 0.036 -0.155

12
Properties=species:S:1:pos:R:3:forces:R:3 method="wB97M-V/def2-TZVPD" lumo_energy_ev="0.6 / 0.5" gap_ha="0.309 / 0.311"
O 1.8337 0.1164 -1.1133 1.524 0.446 -0.830
O -2.0994 0.4203 0.4131 -0.508 -0.156 -0.188
C -0.7444 0.4804 0.7637 0.519 -0.049 0.074
C 1.6233 -0.2934 0.1501 -0.685 -0.537 0.790
C 0.1389 -0.4240 -0.0987 -0.140 0.194 0.102
C 0.5497 0.0332 -1.4762 -1.242 0.012 0.345
H -0.4544 1.5238 0.6252 0.093 -0.097 0.071
H -0.2536 -1.4433 -0.0979 0.037 -0.109 0.006
H 0.2644 -0.2951 -2.4574 0.121 -0.066 -0.331
H -2.4142 -0.4868 0.5012 0.034 0.101 0.030
H 2.1502 0.1622 0.9710 0.242 0.186 0.037
H -0.5941 0.2064 1.8191 0.004 0.075 -0.107

12
Properties=species:S:1:pos:R:3:forces:R:3 method="wB97M-V/def2-TZVPD" lumo_energy_ev=-0.9 gap_ha=0.331
O 0.7002 2.0633 0.8257 0.122 0.209 -0.027
O -1.8764 -0.7838 -1.5210 0.374 -0.285 -0.022
C 0.5413 -1.0222 -1.1322 -0.250 -0.156 -0.003
C 0.4781 0.8769 1.5736 -0.009 -0.235 0.219
C -0.0320 1.0327 0.2139 -0.233 -0.105 -0.072
C -0.7896 -1.3067 -1.4298 -0.098 0.427 0.107
H -0.5667 -2.3700 -1.8120 0.039 -0.003 0.022
H 0.5295 0.5741 -0.6478 -0.023 0.019 0.023
H -1.0836 1.2108 0.0044 0.188 -0.027 0.047
H -0.2093 0.9756 2.4123 0.100 -0.005 -0.146
H 1.3651 0.2705 1.7574 -0.134 0.111 -0.057
H 0.9433 -1.5212 -0.2445 -0.076 0.050 -0.091

12
Properties=species:S:1:pos:R:3:forces:R:3 method="wB97M-V/def2-TZVPD" lumo_energy_ev=1.1 gap_ha=0.406 smiles="OCOC1C=C1"
O -1.0575 1.6126 -0.2417 0.184 0.121 -0.014
O -0.5421 -0.2597 1.0275 0.010 0.069 0.001
C 1.8034 -0.2291 0.1207 -0.046 -0.035 -0.214
C -1.4909 0.3487 0.2063 -0.315 -0.226 -0.014
C 1.0578 -0.3929 -0.9306 0.112 0.055 0.065
C 0.5117 -0.9154 0.3413 0.085 -0.340 -0.022
H -0.2338 1.7822 0.2320 -0.170 0.148 -0.030
H 0.8764 -0.2701 -1.9881 0.104 0.047 0.183
H 0.4684 -1.9861 0.5413 -0.022 0.117 0.005
H -1.7083 -0.2624 -0.6816 0.057 0.010 0.121
H -2.4034 0.4490 0.8030 0.112 0.062 -0.020
H 2.7184 0.1232 0.5698 -0.110 -0.029 -0.062

12
Properties=species:S:1:pos:R:3:forces:R:3 method="wB97M-V/def2-TZVPD" lumo_energy_ev=0.9 gap_ha=0.377
O 1.3283 -0.4205 0.2590 -0.081 0.307 -0.101
O -0.9633 1.9400 1.2720 0.352 -0.253 0.172
C -0.0373 -0.1367 0.6018 -0.500 0.242 0.744
C -0.1274 1.0890 1.4517 -0.310 0.289 0.242
C -0.5632 -0.0428 -0.7993 -0.342 -0.592 0.759
C 0.8772 -0.9136 -0.9932 -3.169 0.970 -0.266
H -0.5998 1.0040 -1.1813 0.516 -0.853 0.043
H 0.6112 -1.9666 -0.9322 0.345 0.060 -0.650
H -0.5035 -1.0022 1.0920 0.132 0.055 0.353
H 0.6388 1.1516 2.2457 -0.019 0.198 0.057
H 0.7191 -0.2687 -1.8296 3.185 -0.371 -1.756
H -1.4683 -0.5580 -1.1040 -0.110 -0.053 0.404